(one)
ORCA calculation (ωB97M-V with the def2-TZVPD basis set) on a cluster of 2 separate species, C6H16O2 in total.

Last column: Löwdin charge in e.
Positions of all 24 atoms, in Å:
C: -0.824 1.989 -0.966  -0.082
C: -0.946 0.914 0.173  -0.238
C: 0.253 0.294 0.877  -0.405
C: 0.458 1.008 2.166  -0.077
C: 0.071 -1.271 1.054  -0.154
C: 0.537 -2.072 -0.142  -0.331
O: 1.696 -2.749 0.107  -0.071
H: 0.216 2.129 -1.206  0.056
H: -1.260 2.987 -0.635  0.079
H: -1.516 1.745 -1.846  0.075
H: -1.546 1.287 1.041  0.102
H: -1.664 -0.004 0.100  0.120
H: 1.190 0.489 0.284  0.150
H: -0.428 0.942 2.675  0.063
H: 0.904 1.873 2.177  0.033
H: 1.184 0.428 2.680  0.075
H: -1.064 -1.415 1.210  0.124
H: 0.446 -1.661 2.070  0.133
H: -0.195 -2.768 -0.511  0.104
H: 0.388 -1.372 -0.992  0.112
H: 2.263 -2.792 0.953  0.150
O: 0.183 0.163 -3.999  -0.031
H: -0.638 0.516 -3.746  -0.012
H: 0.291 -0.662 -3.523  0.026

Values from the calculation:
HOMO	-10.0	eV
gap between HOMO and LUMO	10.80	eV
SMILES	CC[C@@H](C)CCO.O

(two)
ORCA calculation (ωB97M-V with the def2-TZVPD basis set) on a cluster of 2 separate species, C6H16O2 in total.

Last column: Löwdin charge in e.
Positions of all 24 atoms, in Å:
C: 2.507 -1.105 -0.622  -0.101
C: 1.645 -0.998 0.675  -0.250
C: 0.112 -1.281 0.665  -0.218
C: -0.819 -0.287 1.352  -0.222
C: -1.177 0.975 0.575  -0.192
C: -2.541 0.915 -0.169  -0.262
O: -2.779 2.113 -0.845  -0.063
H: 3.032 -2.052 -0.583  0.067
H: 1.867 -1.031 -1.480  0.046
H: 3.255 -0.319 -0.413  0.085
H: 1.801 -0.062 1.239  0.102
H: 2.033 -1.764 1.355  0.093
H: -0.274 -1.485 -0.358  0.117
H: 0.046 -2.165 1.302  0.097
H: -1.750 -0.689 1.742  0.108
H: -0.202 0.005 2.224  0.111
H: -1.049 1.829 1.227  0.107
H: -0.398 1.249 -0.157  0.085
H: -3.381 0.656 0.491  0.123
H: -2.483 0.098 -0.921  0.121
H: -2.185 2.452 -1.494  0.070
O: 1.105 0.958 -2.194  -0.055
H: 0.177 1.196 -2.290  0.035
H: 1.458 0.794 -1.322  -0.004

Values from the calculation:
HOMO	-10.3	eV
gap between HOMO and LUMO	10.92	eV
SMILES	CCCCCCO.O

(three)
ORCA calculation (ωB97M-V with the def2-TZVPD basis set) on a cluster of 3 separate species, C6H16O2 in total.

Last column: Löwdin charge in e.
Positions of all 24 atoms, in Å:
C: -0.120 -1.152 0.372  0.024
C: 0.026 0.072 -0.108  -0.341
C: -1.127 1.050 -0.008  -0.080
C: 1.380 0.786 -0.399  -0.175
C: 1.982 1.509 0.827  -0.236
C: 2.799 0.553 1.721  -0.095
H: -1.129 -1.454 0.703  0.063
H: 0.690 -1.870 0.271  0.067
H: -1.254 1.610 -0.940  0.085
H: -2.086 0.591 0.047  0.018
H: -0.938 1.690 0.903  0.099
H: 1.183 1.565 -1.119  0.094
H: 2.047 0.093 -0.878  0.107
H: 1.207 1.960 1.461  0.100
H: 2.558 2.216 0.285  0.086
H: 2.564 -0.461 1.601  0.034
H: 2.726 0.911 2.757  0.076
H: 3.815 0.508 1.272  0.083
O: -1.952 -3.109 -2.108  -0.082
H: -1.942 -3.456 -1.193  0.036
H: -2.185 -2.189 -1.901  -0.019
O: -3.223 -0.599 -1.402  -0.059
H: -3.821 0.098 -1.674  0.063
H: -3.201 -0.922 -0.488  0.052

Values from the calculation:
HOMO	-9.4	eV
gap between HOMO and LUMO	9.94	eV
SMILES	C=C(C)CCC.O.O

(four)
ORCA calculation (ωB97M-V with the def2-TZVPD basis set) on a cluster of 2 separate species, C6H16O2 in total.

Last column: Löwdin charge in e.
Positions of all 24 atoms, in Å:
C: 2.044 -2.374 -0.879  -0.115
C: 3.353 -1.624 -0.642  -0.248
C: 3.181 -0.431 0.278  -0.272
O: 2.766 -0.894 1.554  -0.201
C: 2.572 0.179 2.449  -0.124
H: 1.641 -2.745 0.079  0.074
H: 2.205 -3.235 -1.549  0.071
H: 1.299 -1.704 -1.339  0.076
H: 4.106 -2.302 -0.195  0.115
H: 3.761 -1.256 -1.603  0.112
H: 4.131 0.129 0.376  0.122
H: 2.422 0.263 -0.130  0.125
H: 3.501 0.753 2.603  0.086
H: 1.788 0.868 2.093  0.088
H: 2.255 -0.243 3.418  0.091
C: -4.229 0.728 -0.060  -0.139
O: -3.736 1.837 -0.785  -0.242
C: -4.798 2.543 -1.394  -0.140
H: -3.366 0.213 0.394  0.090
H: -4.759 0.016 -0.715  0.085
H: -4.915 1.042 0.746  0.085
H: -5.352 1.910 -2.107  0.085
H: -5.508 2.935 -0.646  0.085
H: -4.363 3.394 -1.945  0.090

Values from the calculation:
HOMO	-9.8	eV
gap between HOMO and LUMO	10.66	eV
SMILES	CCCOC.COC

Which of them is most stable, and which least? Most stable: (four); least stable: (one).

(one)
ORCA calculation (ωB97M-V with the def2-TZVPD basis set) on a cluster of 2 separate species, C9H14O in total.

Last column: Mulliken spin population.
Positions of all 24 atoms, in Å:
C: -2.316 0.321 2.495  -0.010
C: -2.248 -0.975 1.637  0.034
H: -2.452 0.007 3.519  0.002
H: -1.307 0.779 2.390  0.032
H: -3.061 1.080 2.240  -0.009
H: -3.090 -1.598 1.965  -0.031
H: -1.340 -1.466 1.970  0.069
H: -2.327 -0.592 0.616  0.009
C: -0.149 -1.879 -1.582  -0.018
C: 2.133 1.628 -0.573  0.108
C: 2.296 0.974 -1.802  0.221
C: 1.225 1.034 0.356  -0.048
C: 1.501 -0.103 -2.126  0.196
C: 0.570 -0.180 0.097  0.654
C: 0.641 -0.693 -1.231  -0.655
O: 2.780 2.797 -0.190  0.014
H: 2.841 1.431 -2.608  0.041
H: 3.020 3.419 -0.881  -0.006
H: 0.907 1.611 1.226  -0.008
H: 1.587 -0.529 -3.141  0.046
H: -0.114 -0.560 0.850  0.435
H: -0.025 -2.822 -1.030  -0.099
H: 0.144 -2.267 -2.560  0.009
H: -1.215 -1.417 -1.639  0.014

Values from the calculation:
HOMO (alpha / beta)	1.1 / -3.5	eV
gap between HOMO and LUMO (alpha / beta)	2.70 / 7.13	eV
total charge	-1
2S+1	2

(two)
ORCA calculation (ωB97M-V with the def2-TZVPD basis set) on a cluster of 2 separate species, C9H14O in total.

Last column: Mulliken spin population.
Positions of all 24 atoms, in Å:
C: 1.107 -2.463 -1.834  0.068
C: 1.122 0.325 0.791  0.600
C: 1.486 -0.486 -0.333  -0.023
C: 0.019 -0.032 1.585  0.284
C: 0.735 -1.620 -0.627  -0.177
C: -0.722 -1.155 1.266  0.287
C: -0.356 -1.967 0.190  0.289
O: -0.339 0.778 2.647  -0.337
H: 1.720 1.168 0.960  0.033
H: 2.369 -0.234 -0.860  -0.090
H: 0.370 1.504 2.799  0.016
H: -1.632 -1.392 1.834  -0.002
H: 0.778 -3.468 -1.605  -0.017
H: 2.198 -2.524 -1.928  0.004
H: -0.936 -2.861 -0.011  0.043
H: 0.632 -2.133 -2.752  -0.011
C: -1.308 2.408 -0.730  0.010
C: -1.260 2.920 -2.157  0.097
H: -1.112 1.374 -0.732  0.000
H: -0.560 2.925 -0.103  0.014
H: -2.304 2.593 -0.290  -0.018
H: -1.638 3.958 -2.122  -0.027
H: -1.905 2.310 -2.796  -0.022
H: -0.205 2.975 -2.487  -0.021

Values from the calculation:
HOMO (alpha / beta)	1.0 / -3.7	eV
gap between HOMO and LUMO (alpha / beta)	2.88 / 7.39	eV
total charge	-1
2S+1	2

Which of them is most stable, and which least? Most stable: (two); least stable: (one).

(one)
ORCA calculation (ωB97M-V with the def2-TZVPD basis set) on a structure of composition C36H29MnNO2S3.

Last column: Mulliken spin population.
Positions of all 72 atoms, in Å:
Mn: 3.144 0.137 2.239  4.913
C: -0.332 -5.774 -3.135  0.000
C: 0.155 -4.904 -2.011  0.000
C: -0.054 -5.263 -0.682  0.001
C: 0.389 -4.450 0.352  -0.001
C: 1.020 -3.257 0.043  -0.003
C: 1.272 -2.892 -1.269  -0.001
C: 0.836 -3.720 -2.287  0.001
S: 1.571 -2.211 1.372  -0.032
O: 2.467 -1.195 0.682  0.034
C: 0.074 -1.333 1.821  -0.039
C: -0.346 -1.636 3.137  0.002
C: -1.409 -0.989 3.688  -0.004
C: -2.102 -0.006 2.945  -0.002
C: -3.215 0.677 3.494  0.000
C: -3.902 1.597 2.759  0.001
C: -3.511 1.873 1.431  0.000
C: -2.436 1.240 0.879  -0.003
C: -1.684 0.294 1.625  -0.001
C: -0.553 -0.374 1.067  0.101
C: -0.259 -0.134 -0.381  -0.009
C: -1.039 -0.907 -1.309  -0.001
C: -1.958 -1.895 -0.872  0.000
C: -2.660 -2.647 -1.772  0.000
C: -2.489 -2.453 -3.157  0.000
C: -1.618 -1.503 -3.608  0.000
C: -0.878 -0.711 -2.700  0.001
C: 0.038 0.267 -3.161  -0.001
C: 0.759 1.002 -2.276  0.001
C: 0.600 0.808 -0.882  -0.004
S: 1.763 1.795 0.072  -0.037
O: 1.553 1.485 1.536  0.081
C: 1.103 3.419 -0.206  -0.002
C: 1.897 4.297 -0.924  0.002
C: 1.445 5.591 -1.147  0.000
C: 0.223 6.015 -0.641  0.001
C: -0.266 7.419 -0.863  0.000
C: -0.546 5.114 0.103  0.000
C: -0.115 3.822 0.324  0.002
H: -0.746 -6.710 -2.764  0.000
H: 0.480 -6.010 -3.825  0.000
H: -1.108 -5.263 -3.708  0.000
H: -0.555 -6.194 -0.451  0.000
H: 0.238 -4.743 1.384  0.000
H: 1.826 -1.983 -1.472  0.000
H: 1.025 -3.442 -3.318  0.000
H: 0.218 -2.361 3.711  -0.003
H: -1.725 -1.210 4.699  0.000
H: -3.513 0.447 4.510  0.000
H: -4.754 2.110 3.186  0.000
H: -4.072 2.590 0.846  0.000
H: -2.153 1.456 -0.143  -0.001
H: -2.095 -2.068 0.186  -0.001
H: -3.351 -3.400 -1.417  0.000
H: -3.051 -3.056 -3.859  0.000
H: -1.477 -1.342 -4.670  0.000
H: 0.165 0.412 -4.227  0.000
H: 1.473 1.738 -2.625  0.000
H: 2.863 3.976 -1.296  0.000
H: 2.061 6.282 -1.710  0.000
H: 0.420 7.983 -1.492  0.000
H: -0.367 7.946 0.088  0.000
H: -1.247 7.418 -1.341  0.000
H: -1.492 5.441 0.518  0.000
H: -0.699 3.135 0.923  0.000
S: 5.039 1.338 1.065  0.047
C: 6.044 0.044 1.431  0.002
N: 6.740 -0.848 1.681  0.017
C: 3.607 -0.499 4.172  -0.075
H: 2.809 -0.788 4.863  0.005
H: 4.145 0.335 4.638  -0.003
H: 4.314 -1.334 4.129  0.011

Values from the calculation:
HOMO (alpha / beta)	-7.1 / -7.6	eV
gap between HOMO and LUMO (alpha / beta)	6.58 / 7.02	eV
2S+1	6

(two)
ORCA calculation (ωB97M-V with the def2-TZVPD basis set) on a structure of composition C36H29MnNO2S3.

Last column: Mulliken spin population.
Positions of all 72 atoms, in Å:
Mn: 1.560 -1.177 -1.064  4.736
C: -5.548 1.479 -6.301  0.000
C: -4.645 1.064 -5.180  0.000
C: -3.503 1.791 -4.863  0.001
C: -2.728 1.452 -3.766  -0.007
C: -3.096 0.361 -2.999  -0.003
C: -4.203 -0.402 -3.321  0.002
C: -4.970 -0.052 -4.413  0.002
S: -2.255 0.033 -1.426  -0.001
O: -3.282 -0.648 -0.624  -0.001
C: -1.127 -1.227 -2.127  0.129
C: -0.047 -0.672 -2.830  0.072
C: 0.927 -1.522 -3.381  0.181
C: 0.663 -2.930 -3.434  -0.202
C: 1.436 -3.766 -4.255  -0.020
C: 1.151 -5.106 -4.368  0.020
C: 0.129 -5.664 -3.602  0.004
C: -0.624 -4.879 -2.759  0.003
C: -0.431 -3.486 -2.709  0.096
C: -1.291 -2.595 -1.972  -0.078
C: -2.259 -3.160 -1.019  -0.055
C: -3.301 -4.031 -1.430  0.004
C: -3.633 -4.195 -2.793  0.003
C: -4.657 -5.020 -3.164  0.002
C: -5.385 -5.727 -2.193  -0.001
C: -5.104 -5.564 -0.865  0.001
C: -4.069 -4.702 -0.443  0.000
C: -3.784 -4.481 0.920  0.006
C: -2.844 -3.560 1.301  -0.001
C: -2.099 -2.890 0.328  0.032
S: -0.993 -1.477 0.651  -0.056
O: 0.414 -2.030 0.638  0.071
C: -1.479 -1.054 2.327  0.003
C: -2.826 -0.752 2.478  -0.001
C: -3.284 -0.231 3.669  -0.001
C: -2.401 0.052 4.708  0.000
C: -2.906 0.718 5.952  0.000
C: -1.050 -0.224 4.524  -0.002
C: -0.580 -0.763 3.336  0.003
H: -5.308 2.477 -6.660  0.000
H: -6.585 1.470 -5.967  0.000
H: -5.467 0.782 -7.134  0.000
H: -3.231 2.650 -5.459  0.000
H: -1.865 2.043 -3.495  0.001
H: -4.472 -1.236 -2.690  -0.001
H: -5.848 -0.629 -4.665  0.000
H: -0.041 0.393 -3.038  0.023
H: 1.678 -1.120 -4.058  -0.017
H: 2.261 -3.333 -4.801  -0.002
H: 1.719 -5.722 -5.049  0.001
H: -0.066 -6.723 -3.674  0.000
H: -1.387 -5.345 -2.154  0.000
H: -3.060 -3.654 -3.534  -0.001
H: -4.908 -5.142 -4.209  0.000
H: -6.186 -6.383 -2.508  0.000
H: -5.679 -6.090 -0.117  0.000
H: -4.351 -5.028 1.658  0.000
H: -2.663 -3.351 2.345  -0.001
H: -3.500 -0.908 1.651  0.000
H: -4.336 -0.014 3.785  0.000
H: -3.898 0.357 6.221  0.000
H: -2.984 1.790 5.759  0.000
H: -2.233 0.569 6.795  0.000
H: -0.341 0.005 5.307  0.000
H: 0.474 -0.940 3.182  -0.001
S: 0.268 2.505 1.023  0.052
C: 1.078 1.440 0.179  0.032
N: 1.660 0.653 -0.484  0.023
C: 3.597 -1.720 -1.194  -0.063
H: 3.966 -1.824 -0.164  0.014
H: 4.242 -0.998 -1.704  0.004
H: 3.711 -2.691 -1.692  -0.009

Values from the calculation:
HOMO (alpha / beta)	-6.9 / -7.9	eV
gap between HOMO and LUMO (alpha / beta)	6.29 / 7.05	eV
2S+1	6

Which of them is most stable, and which least? Most stable: (one); least stable: (two).

(one)
ORCA calculation (ωB97M-V with the def2-TZVPD basis set) on the molecule C17H24N2O3.

Last column: Löwdin charge in e.
Positions of all 46 atoms, in Å:
C: 1.250 -0.681 4.056  -0.100
C: 0.977 0.816 3.960  -0.220
C: -0.407 1.100 3.389  -0.167
O: -0.443 0.648 2.036  -0.005
C: -1.613 0.255 1.543  -0.501
O: -2.639 0.196 2.167  0.120
C: -1.464 -0.154 0.092  0.004
C: -0.864 0.998 -0.747  -0.190
C: -1.853 2.155 -0.636  -0.452
O: -1.832 2.922 0.304  0.085
N: -2.781 2.219 -1.609  0.088
C: -2.695 1.410 -2.799  -0.154
C: -1.220 1.250 -3.150  -0.174
N: -0.565 0.515 -2.091  -0.132
C: 0.866 0.362 -2.324  -0.138
C: 1.475 -0.589 -1.328  -0.189
C: 2.327 -0.110 -0.344  -0.040
C: 2.864 -0.956 0.610  -0.088
C: 2.548 -2.302 0.583  -0.086
C: 1.706 -2.790 -0.401  -0.044
C: 1.161 -1.951 -1.363  -0.241
C: 0.250 -2.500 -2.419  -0.037
H: 0.522 -1.160 4.707  0.076
H: 2.244 -0.861 4.458  0.070
H: 1.187 -1.135 3.070  0.054
H: 1.721 1.283 3.314  0.107
H: 1.041 1.275 4.948  0.110
H: -1.188 0.582 3.956  0.126
H: -0.623 2.173 3.392  0.136
H: -2.440 -0.447 -0.294  0.133
H: -0.784 -1.006 0.042  0.122
H: 0.053 1.325 -0.242  0.145
H: -3.488 2.934 -1.530  0.153
H: -3.231 1.902 -3.612  0.124
H: -3.139 0.421 -2.631  0.121
H: -1.112 0.683 -4.078  0.125
H: -0.780 2.253 -3.302  0.134
H: 1.386 1.334 -2.273  0.132
H: 0.989 -0.032 -3.337  0.125
H: 2.576 0.942 -0.322  0.115
H: 3.522 -0.565 1.371  0.103
H: 2.955 -2.972 1.326  0.104
H: 1.463 -3.843 -0.420  0.109
H: -0.015 -3.531 -2.200  0.078
H: -0.654 -1.900 -2.485  0.070
H: 0.744 -2.473 -3.391  0.087

Values from the calculation:
HOMO	-8.8	eV
gap between HOMO and LUMO	9.53	eV
SMILES	CCCOC(=O)C[C@@H]1C(=O)NCCN1Cc1ccccc1C

(two)
ORCA calculation (ωB97M-V with the def2-TZVPD basis set) on the molecule C17H24N2O3.

Last column: Löwdin charge in e.
Positions of all 46 atoms, in Å:
C: 5.954 0.930 1.414  0.000
C: 5.741 -0.159 0.380  -0.505
O: 6.632 -0.932 0.080  0.043
N: 4.525 -0.210 -0.212  -0.063
C: 3.355 0.548 0.153  -0.141
C: 2.346 -0.367 0.856  -0.120
C: 1.954 -1.532 -0.066  -0.233
C: 1.098 -1.020 -1.224  -0.465
O: 1.477 -0.919 -2.372  0.070
N: -0.145 -0.646 -0.839  0.073
C: -1.155 -0.214 -1.775  -0.139
C: -2.347 -1.178 -1.755  -0.172
O: -2.938 -1.250 -0.476  -0.056
C: -3.750 -0.234 -0.045  -0.271
C: -4.190 -0.345 1.275  -0.005
C: -5.022 0.610 1.817  -0.044
C: -5.443 1.705 1.068  -0.292
C: -6.340 2.741 1.674  -0.056
C: -5.002 1.805 -0.242  -0.043
C: -4.164 0.853 -0.802  -0.024
C: 3.215 -2.248 -0.562  -0.114
C: 4.226 -1.267 -1.157  -0.131
H: 6.981 0.863 1.760  0.083
H: 5.792 1.914 0.979  0.082
H: 5.288 0.797 2.264  0.079
H: 3.616 1.385 0.797  0.111
H: 2.903 0.944 -0.764  0.134
H: 1.467 0.210 1.145  0.112
H: 2.805 -0.772 1.761  0.123
H: 1.342 -2.244 0.502  0.145
H: -0.470 -0.848 0.094  0.143
H: -1.485 0.797 -1.511  0.120
H: -0.695 -0.201 -2.765  0.127
H: -1.995 -2.194 -1.955  0.135
H: -3.078 -0.903 -2.522  0.122
H: -3.868 -1.197 1.853  0.116
H: -5.354 0.507 2.840  0.115
H: -6.652 3.469 0.930  0.073
H: -7.226 2.274 2.101  0.080
H: -5.823 3.267 2.476  0.081
H: -5.315 2.643 -0.848  0.111
H: -3.853 0.976 -1.828  0.104
H: 2.946 -2.981 -1.322  0.122
H: 3.677 -2.771 0.279  0.124
H: 5.160 -1.779 -1.390  0.122
H: 3.812 -0.824 -2.067  0.121

Values from the calculation:
HOMO	-8.6	eV
gap between HOMO and LUMO	9.16	eV
SMILES	CC(=O)N1CCC(C(=O)NCCOc2ccc(C)cc2)CC1

Which of them is most stable, and which least? Most stable: (two); least stable: (one).